--- i ---
Entry from OMol25: a cluster of 2 separate species, C4H7N2S in total (ωB97M-V with the def2-TZVPD basis set).

The geometry in ORCA input format:
```
! wB97M-V def2-TZVPD RIJCOSX def2/J DEFGRID3
* xyz 1 1
S -0.133 -2.910 0.201
N 0.093 -0.888 1.977
N -0.294 0.468 -1.588
C -0.304 -0.698 -1.386
C -0.206 -1.969 -1.230
C 0.066 0.255 1.343
C -0.351 1.639 -2.040
H -0.477 -2.591 -1.978
H -0.745 0.832 0.957
H -0.709 2.089 -3.011
H 0.974 -1.479 2.059
H -0.587 -1.211 2.634
H 1.028 0.721 0.859
H 0.032 2.472 -1.456
*
```

## Properties
Orbital gap (spin up / spin down) ... 6.814 / 6.812 eV
E_LUMO (spin up / spin down) ... -5.167 / -5.168 eV
M ... 115.181 g mol⁻¹

Results of the natural (NBO) charge analysis, in e, for atoms 1 through 8: S -0.150; N -0.574; N -0.265; C 0.324; C -0.355; C 0.031; C -0.129; H 0.280

=====

--- ii ---
Entry from OMol25: the ion C4H7N2S with charge +1 (ωB97M-V with the def2-TZVPD basis set).

The geometry in ORCA input format:
```
! wB97M-V def2-TZVPD RIJCOSX def2/J DEFGRID3
* xyz 1 1
S 0.540 -0.493 -1.199
N 0.594 1.491 0.650
N -1.557 0.929 -0.245
C -2.521 0.205 -0.797
C -0.227 0.778 -0.159
C 1.420 -1.487 -0.310
C 2.262 -2.092 0.450
H 1.344 2.048 0.294
H -2.173 -0.616 -1.343
H -1.692 1.772 0.292
H 0.103 1.942 1.414
H 2.490 -3.254 0.443
H 2.929 -1.674 1.219
H -3.510 0.450 -0.707
*
```

## Properties
Orbital gap (spin up / spin down) ... 7.762 / 6.323 eV
E_LUMO (spin up / spin down) ... -4.797 / -5.475 eV
M ... 115.181 g mol⁻¹

Results of the natural (NBO) charge analysis, in e, for atoms 1 through 8: S 0.477; N -0.768; N -0.467; C -0.074; C 0.239; C -0.203; C -0.412; H 0.431

=====

Name the most stable of them. ii.

=====

--- i ---
Entry from OMol25: a structure of composition C4H7N2S (ωB97M-V with the def2-TZVPD basis set).

The geometry in ORCA input format:
```
! wB97M-V def2-TZVPD RIJCOSX def2/J DEFGRID3
* xyz 1 1
S -0.711 2.242 -0.328
N 3.101 -0.567 -0.889
N -1.396 -0.629 -0.593
C 0.289 1.016 0.066
C 2.752 0.292 -0.220
C 2.152 1.235 0.696
C -0.045 -0.422 -0.036
H -2.003 -1.229 -0.018
H 0.164 -0.965 0.973
H 0.561 -1.005 -0.772
H 2.397 1.146 1.718
H -1.624 0.375 -0.669
H 2.463 2.338 0.582
H -1.349 -1.128 -1.546
*
```

## Properties
Orbital gap ... 8.765 eV
E_LUMO ... -5.222 eV
M ... 115.181 g mol⁻¹

Results of the natural (NBO) charge analysis, in e, for atoms 1 through 8: S 0.224; N -0.271; N -0.713; C -0.099; C 0.225; C -0.465; C -0.392; H 0.458

=====

--- ii ---
Entry from OMol25: a structure of composition C4H7N2S (ωB97M-V with the def2-TZVPD basis set).

The geometry in ORCA input format:
```
! wB97M-V def2-TZVPD RIJCOSX def2/J DEFGRID3
* xyz 1 1
S 3.262 -0.442 -0.092
N 1.263 1.293 0.057
N -0.752 -0.736 -0.417
C -1.131 0.657 -0.058
C 0.037 1.601 0.027
C 1.774 0.073 0.088
C 0.359 -1.250 0.402
H 0.761 -2.181 0.029
H 0.141 -1.257 1.461
H -1.855 1.040 -0.781
H -1.611 0.649 0.928
H -0.208 2.654 0.089
H -0.452 -0.766 -1.400
H -1.588 -1.336 -0.333
*
```

## Properties
Orbital gap (spin up / spin down) ... 7.668 / 7.668 eV
E_LUMO (spin up / spin down) ... -5.219 / -5.219 eV
M ... 115.181 g mol⁻¹

Results of the natural (NBO) charge analysis, in e, for atoms 1 through 8: S 0.288; N -0.448; N -0.504; C -0.316; C 0.195; C 0.004; C -0.342; H 0.247

=====

Name the most stable of them. ii.

=====

--- i ---
Entry from OMol25: a structure of composition C22H29N3O3 (ωB97M-V with the def2-TZVPD basis set).

The geometry in ORCA input format:
```
! wB97M-V def2-TZVPD RIJCOSX def2/J DEFGRID3
* xyz 0 1
O 3.358 -0.490 -1.486
O -1.924 -1.049 -0.755
O 0.351 -1.649 1.840
N -1.474 1.035 -0.254
N 1.346 -0.706 0.375
N -1.365 1.161 3.122
C 0.887 -0.687 1.645
C -2.388 1.015 2.246
C 0.596 1.134 -6.339
C -0.009 1.805 -3.949
C -0.032 0.808 -4.894
C -1.635 0.141 -1.134
C 1.851 0.733 -0.026
C -2.599 -1.031 0.497
C 1.241 -1.637 -0.646
C 1.184 -0.227 4.009
C -2.110 0.267 0.756
C 3.450 0.381 -0.420
C -0.119 1.355 2.615
C 1.093 0.490 2.613
C -2.927 -2.252 1.209
C -0.644 1.612 -2.807
C -1.263 0.238 -2.504
C -0.305 0.098 4.998
C -1.327 0.108 3.873
C -1.083 -0.599 -3.489
C 2.710 -1.706 -0.897
C -0.581 -0.250 -4.773
H -0.424 -1.367 -5.429
H 3.832 -0.021 0.456
H 0.202 2.937 -4.315
H 3.977 1.310 -0.865
H 1.613 1.576 0.607
H -0.261 -0.880 5.598
H 1.354 1.332 -0.993
H -2.063 -2.557 1.560
H -1.522 -1.023 3.351
H 0.363 2.193 -6.603
H 1.791 0.105 4.723
H 0.624 -1.220 -1.548
H 1.000 -1.350 4.089
H -1.353 -1.735 -3.218
H -2.601 2.093 1.907
H 3.204 -2.128 -0.072
H 1.605 0.818 -6.395
H -3.619 -2.705 0.579
H -0.289 0.906 5.526
H 0.325 2.143 3.341
H -0.638 2.318 -1.948
H -0.120 1.886 1.536
H -3.347 0.653 2.625
H 0.278 0.571 -7.063
H -3.575 -1.734 2.025
H -2.400 -0.076 4.456
H 2.939 -2.583 -1.710
H 0.844 -2.392 -0.142
H 1.980 0.832 2.497
*
```

## Properties
Orbital gap ... 8.629 eV
E_LUMO ... 0.590 eV
M ... 383.492 g mol⁻¹

Results of the natural (NBO) charge analysis, in e, for atoms 1 through 8: O -0.515; O -0.436; O -0.632; N -0.482; N -0.454; N -0.529; C 0.721; C -0.215

=====

--- ii ---
Entry from OMol25: an isolated molecule of C22H29N3O3 (ωB97M-V with the def2-TZVPD basis set).

The geometry in ORCA input format:
```
! wB97M-V def2-TZVPD RIJCOSX def2/J DEFGRID3
* xyz 0 1
O 1.976 -0.242 -0.405
O -4.851 -2.593 2.765
O -1.024 -1.814 0.182
N -2.938 -0.804 0.081
N 0.322 1.030 -0.601
N 1.106 1.660 0.023
C -3.922 2.594 -1.200
C 4.453 1.262 0.169
C -4.478 -2.435 1.406
C 0.759 -0.111 -1.185
C 4.347 2.378 -0.353
C -3.422 -1.215 1.388
C 2.289 0.633 0.243
C -1.407 -0.736 -1.855
C 5.305 2.905 -1.240
C 5.329 4.341 -1.809
C -3.897 -3.548 3.400
C -0.004 -0.858 -2.039
C 5.498 0.491 -0.283
C -1.790 -1.157 -0.350
C 6.545 2.335 -1.452
C 6.607 0.984 -0.935
C -2.743 2.177 -0.051
C 3.532 0.708 1.204
C -2.974 -3.950 2.387
C -3.800 -3.549 0.923
C -4.103 1.339 -0.348
C -4.031 0.036 -0.614
H -2.954 -3.707 0.333
H -5.120 1.515 0.302
H -5.331 -2.303 0.652
H -4.519 -4.214 3.787
H 3.084 1.397 1.870
H -3.396 -2.774 4.049
H 6.006 5.031 -1.108
H 0.425 -0.845 -3.047
H -3.878 -0.048 -1.902
H -2.493 -1.283 2.018
H 5.593 4.352 -2.829
H -1.809 1.703 -0.423
H 5.596 -0.520 0.360
H -1.713 0.046 -2.099
H 7.498 0.175 -1.214
H -1.904 -1.630 -2.636
H 3.499 3.245 -0.139
H 4.356 4.720 -1.972
H -4.414 -4.590 0.784
H -3.409 2.320 -2.327
H -3.897 -0.546 1.592
H 0.549 -1.986 -1.710
H -2.078 -3.580 2.408
H -2.942 -5.077 2.417
H -4.271 3.495 -1.067
H 7.342 2.373 -2.284
H -2.909 3.008 0.611
H 3.621 -0.209 1.532
H -5.195 -0.484 -0.765
*
```

## Properties
Orbital gap ... 8.354 eV
E_LUMO ... 0.777 eV
M ... 383.492 g mol⁻¹
Structure (SMILES) ... Cc1cccc(Cc2nnc(CCC(=O)N(CC3CC3)C[C@H]3CCCO3)o2)c1

Results of the natural (NBO) charge analysis, in e, for atoms 1 through 8: O -0.361; O -0.537; O -0.631; N -0.432; N -0.241; N -0.294; C -0.354; C -0.065

=====

Name the most stable of them. i.

=====

--- i ---
Entry from OMol25: an isolated molecule of C3H3ClO2 (ωB97M-V with the def2-TZVPD basis set).

The geometry in ORCA input format:
```
! wB97M-V def2-TZVPD RIJCOSX def2/J DEFGRID3
* xyz 0 1
Cl 3.347 -1.110 0.074
O 1.777 1.269 1.405
O 3.231 1.234 -1.022
C 0.076 0.066 0.056
C 2.615 0.478 -0.347
C 1.409 0.681 0.426
H 0.183 -0.517 -0.759
H -0.353 1.053 -0.166
H -0.386 -0.657 0.793
*
```

## Properties
Orbital gap ... 10.532 eV
E_LUMO ... 0.140 eV
M ... 106.508 g mol⁻¹
Structure (SMILES) ... CC(=O)C(=O)Cl

Results of the natural (NBO) charge analysis, in e, for atoms 1 through 8: Cl -0.091; O -0.458; O -0.459; C -0.709; C 0.486; C 0.479; H 0.228; H 0.259

=====

--- ii ---
Entry from OMol25: an isolated molecule of C3H3ClO2 (ωB97M-V with the def2-TZVPD basis set).

The geometry in ORCA input format:
```
! wB97M-V def2-TZVPD RIJCOSX def2/J DEFGRID3
* xyz 0 1
Cl 2.112 -1.914 0.686
O -0.389 -1.898 1.012
O 1.545 0.643 -0.645
C 0.474 0.264 -0.239
C -0.767 0.891 -0.314
C 0.522 -1.220 0.548
H -0.671 1.999 -0.501
H -1.305 0.730 0.573
H -1.520 0.504 -1.121
*
```

## Properties
Orbital gap ... 9.640 eV
E_LUMO ... -0.599 eV
M ... 106.508 g mol⁻¹
Structure (SMILES) ... CC(=O)C(=O)Cl

Results of the natural (NBO) charge analysis, in e, for atoms 1 through 8: Cl -0.011; O -0.495; O -0.461; C 0.515; C -0.747; C 0.405; H 0.259; H 0.257

=====

--- iii ---
Entry from OMol25: a cluster of 2 separate species, C3H3ClO2 in total (ωB97M-V with the def2-TZVPD basis set).

The geometry in ORCA input format:
```
! wB97M-V def2-TZVPD RIJCOSX def2/J DEFGRID3
* xyz 0 1
Cl -3.810 -0.737 0.156
O -2.942 1.771 -0.025
O -0.490 -1.341 -0.069
C -0.789 -0.088 -0.549
C 0.277 -0.267 0.450
C -2.706 0.639 0.059
H -0.870 0.305 -1.523
H 0.153 -0.031 1.507
H 1.250 -0.184 0.056
*
```

## Properties
Orbital gap ... 9.424 eV
E_LUMO ... 0.357 eV
M ... 106.508 g mol⁻¹

Results of the natural (NBO) charge analysis, in e, for atoms 1 through 8: Cl -0.063; O -0.506; O -0.452; C 0.085; C -0.125; C 0.471; H 0.209; H 0.198

=====

Name the most stable of them. ii.